[1]
This record from the OMol25 dataset describes 3 unconnected molecules or ions with the total composition C35H79BrN4O5S2Si. The level of theory is ωB97M-V/def2-TZVPD.

CARTESIAN COORDINATES (ANGSTROEM)
C  -1.00301  3.59322  1.99041
C  -2.08412  3.14035  1.00576
C  -1.57042  2.10481  0.00565
C  -2.68787  1.31486  -0.68199
C  -2.25821  0.67885  -2.00827
C  -1.31110  -0.50262  -1.81493
C  -0.81754  -1.10304  -3.14110
C  -1.60852  -2.33704  -3.55415
N  -1.36014  -3.45757  -2.63923
C  0.03290  -3.91741  -2.55180
C  0.80956  -4.04294  -3.87686
C  1.71554  -5.27853  -3.93139
C  2.92953  -5.25777  -3.00678
C  2.65130  -5.65571  -1.55070
C  3.86808  -6.23937  -0.81259
C  3.62852  -7.67500  -0.33485
C  4.69977  -8.17233  0.62745
C  -2.26045  -4.53381  -2.81336
S  -2.50520  -5.34894  -4.19032
S  -3.24908  -4.83631  -1.35609
C  -3.11427  -6.62444  -1.08095
C  -1.69248  -7.19086  -0.91636
C  -1.19898  -8.08257  -2.08400
Si  -1.29333  -9.92284  -1.74722
Br  0.59958  -10.83456  -2.55979
C  -2.69483  -10.86055  -2.56341
C  -4.03381  -10.14463  -2.65806
O  -4.88548  -10.94509  -3.48329
C  -4.65626  -9.90776  -1.25956
N  -5.67964  -10.90330  -0.91118
H  -0.04032  3.71705  1.49291
H  -1.27560  4.56523  2.40489
H  -0.90601  2.89253  2.81971
H  -2.44092  4.01066  0.44845
H  -2.92461  2.70563  1.55229
H  -0.94393  2.58148  -0.75486
H  -0.92839  1.40167  0.54618
H  -3.55722  1.95542  -0.84531
H  -2.98006  0.48995  -0.02375
H  -3.16379  0.30301  -2.49654
H  -1.79425  1.43629  -2.64589
H  -0.45029  -0.19607  -1.21551
H  -1.83199  -1.27389  -1.24063
H  -0.89646  -0.36015  -3.93758
H  0.24011  -1.35473  -3.04346
H  -2.66911  -2.08191  -3.45633
H  -1.45281  -2.60281  -4.60467
H  0.00224  -4.90200  -2.08760
H  0.57458  -3.27488  -1.85504
H  0.11815  -4.10793  -4.71599
H  1.42667  -3.14864  -4.00315
H  1.09651  -6.15763  -3.73984
H  2.08032  -5.35420  -4.95875
H  3.38168  -4.26152  -3.04404
H  3.67653  -5.94668  -3.41284
H  1.80857  -6.35728  -1.51741
H  2.30834  -4.76876  -1.01037
H  4.04801  -5.64017  0.08413
H  4.75462  -6.20359  -1.44824
H  2.65649  -7.71064  0.16705
H  3.55956  -8.33872  -1.20362
H  4.75882  -7.53369  1.50966
H  5.67904  -8.19823  0.14418
H  4.48793  -9.19296  0.94924
H  -3.63711  -7.13684  -1.89055
H  -3.69576  -6.80206  -0.17604
H  -0.98326  -6.38605  -0.74249
H  -1.70138  -7.80306  -0.00983
H  -0.13114  -7.89184  -2.22075
H  -1.69059  -7.80499  -3.01431
H  -1.23830  -10.15907  -0.28794
H  -2.35128  -11.15632  -3.55682
H  -2.84088  -11.78069  -1.98583
H  -3.90918  -9.18932  -3.17949
H  -5.35815  -10.36917  -4.08300
H  -3.87526  -9.95013  -0.49682
H  -5.07546  -8.89763  -1.23726
H  -6.59867  -10.49037  -0.98283
H  -5.57517  -11.14893  0.06388
C  -5.08456  9.71019  1.26542
O  -3.93383  10.52333  1.35158
C  -3.64401  11.02772  2.64786
C  -2.43535  10.35576  3.26129
N  -2.70586  8.96723  3.60199
C  -1.53705  8.16475  3.94512
C  -0.39881  8.03554  2.93955
O  -0.69551  7.25929  1.79389
C  -1.44756  7.91297  0.79014
H  -5.32414  9.60206  0.20897
H  -4.92722  8.71022  1.68606
H  -5.93697  10.17131  1.77291
H  -4.51694  10.93464  3.30151
H  -3.42084  12.09173  2.53333
H  -2.16478  10.89657  4.17401
H  -1.60403  10.46853  2.55229
H  -3.19407  8.52580  2.83472
H  -1.89214  7.15485  4.16471
H  -1.11624  8.55841  4.87680
H  0.40999  7.50156  3.44592
H  0.01034  9.00896  2.63973
H  -1.17803  8.96917  0.70411
H  -2.52450  7.82849  0.96130
H  -1.22508  7.41628  -0.15442
C  2.73727  6.07828  1.14598
O  3.25470  5.25713  2.17327
C  4.39909  4.49319  1.82465
C  5.65095  5.02174  2.49021
N  6.04511  6.31161  1.94427
C  7.06367  7.03071  2.70168
C  6.80420  7.36546  4.16643
O  5.81840  8.35426  4.38844
C  4.47907  7.90943  4.31536
H  1.74559  6.40502  1.45717
H  3.35524  6.96717  0.97094
H  2.64043  5.52644  0.20594
H  4.52037  4.45228  0.73748
H  4.22583  3.47474  2.18318
H  6.46304  4.30577  2.32596
H  5.45458  5.05608  3.57032
H  5.22700  6.89890  1.85677
H  7.24655  7.97383  2.18111
H  7.99562  6.45714  2.64846
H  7.73025  7.78776  4.56363
H  6.58483  6.47240  4.76555
H  4.36628  6.89775  4.71583
H  4.08955  7.93317  3.29334
H  3.87873  8.59188  4.91695

F_max ... 0.0183 hartree/bohr
HOMO energy ... -0.3124 hartree
E_LUMO ... -0.021 hartree

Atomic partial charges in e from the Mulliken method, atoms 1 to 5: number 1, C, carries -0.995; number 2, C, carries -0.515; number 3, C, carries -0.565; number 4, C, carries -0.799; number 5, C, carries -0.614

---

[2]
This record from the OMol25 dataset describes 7 unconnected molecules or ions with the total composition C35H81B2N4O11 at a distorted geometry. The level of theory is ωB97M-V/def2-TZVPD.

CARTESIAN COORDINATES (ANGSTROEM)
C  -2.14103  4.64121  1.81394
C  -2.57629  3.58037  0.80807
O  -2.26338  3.72185  -0.35646
N  -3.38670  2.44223  1.23146
C  -4.47236  2.33743  0.24022
C  -2.54310  1.23317  1.19097
C  -3.23137  0.02238  1.87505
C  -3.78227  -0.98440  0.81889
C  -3.15816  -2.41863  0.88051
C  -1.68934  -2.42978  1.20194
C  -0.79206  -1.96383  0.17723
B  -1.28677  -1.44463  -1.25640
O  -1.88150  -2.40398  -2.08327
N  -1.20347  -0.08930  -1.73374
C  -0.02926  0.64984  -1.16020
C  -0.92373  -0.14653  -3.21788
C  0.55574  -2.00480  0.44689
C  0.96040  -2.50629  1.72154
C  2.44411  -2.59442  2.02061
B  2.77079  -1.45227  3.09622
O  3.26765  -0.23737  2.67340
O  2.49745  -1.72755  4.43909
N  0.13056  -2.89084  2.65088
N  -1.15316  -2.82816  2.33753
C  -2.06958  -3.27088  3.41176
C  -2.34444  -4.79507  3.31712
C  -1.25160  -5.55945  4.12083
O  -2.22612  -5.23794  1.96322
H  -2.06113  5.59279  1.26918
H  -2.90006  4.79914  2.58937
H  -1.14531  4.43773  2.22687
H  -5.26076  1.64533  0.56809
H  -4.93275  3.32139  0.08400
H  -4.11423  1.99863  -0.74985
H  -2.38553  1.02011  0.11739
H  -1.54071  1.45142  1.59245
H  -4.10879  0.44057  2.38985
H  -2.60896  -0.44563  2.64908
H  -3.71676  -0.61381  -0.21376
H  -4.85958  -1.10383  1.00780
H  -3.77635  -3.02483  1.54877
H  -3.25928  -2.89064  -0.10717
H  -2.73258  -2.05223  -2.37772
H  0.03187  1.67023  -1.55343
H  -0.08728  0.63272  -0.06701
H  0.88296  0.11866  -1.48183
H  -1.89030  -0.19628  -3.72861
H  -0.26849  -0.98722  -3.48178
H  -0.40503  0.76956  -3.52558
H  1.29396  -1.66991  -0.27521
H  2.57792  -3.57514  2.49734
H  3.03561  -2.55281  1.10298
H  2.62778  0.42140  2.98386
H  1.53146  -1.75848  4.50685
H  -1.53279  -3.11620  4.35439
H  -2.96667  -2.65262  3.47218
H  -3.33336  -5.08594  3.69604
H  -1.61118  -6.54498  4.44994
H  -0.95327  -5.02641  5.03423
H  -0.33877  -5.68923  3.52361
H  -1.97225  -6.16713  1.95954
C  -1.44215  9.13392  -1.55371
C  -2.36076  8.11781  -0.89290
C  -3.80517  8.31544  -1.32606
O  -2.26467  8.23595  0.52816
H  -1.72465  10.15182  -1.27093
H  -0.41141  8.98627  -1.22792
H  -1.47943  9.05264  -2.64124
H  -2.03586  7.10768  -1.14967
H  -4.16352  9.30707  -1.03597
H  -4.45398  7.58609  -0.83851
H  -3.91224  8.20988  -2.40679
H  -2.54832  9.12350  0.77244
C  -9.57235  -1.42801  -0.57351
C  -8.34731  -1.90448  0.19011
C  -8.73707  -2.79650  1.35875
O  -7.61150  -0.77565  0.67110
H  -10.22654  -0.83875  0.07481
H  -9.27943  -0.78298  -1.40285
H  -10.14274  -2.26883  -0.97041
H  -7.68479  -2.45107  -0.48361
H  -9.36456  -2.25104  2.06870
H  -7.84966  -3.12461  1.90345
H  -9.28277  -3.67776  1.01897
H  -8.18487  -0.28206  1.26781
C  4.03854  3.99688  -0.71679
C  2.91129  3.16589  -0.12835
C  2.98235  3.13331  1.39018
O  2.97769  1.82784  -0.63669
H  5.01136  3.57245  -0.45088
H  3.98165  4.00447  -1.80466
H  3.99974  5.02569  -0.36164
H  1.95003  3.57780  -0.44223
H  3.91908  2.68009  1.72586
H  2.16864  2.52373  1.79330
H  2.90984  4.13574  1.81427
H  3.82296  1.45316  -0.36509
C  2.83482  -7.49561  -0.37337
C  3.48928  -6.30507  0.30691
C  4.18731  -6.71751  1.59151
O  2.49621  -5.31124  0.59610
H  2.07473  -7.94206  0.27525
H  2.33036  -7.18396  -1.28923
H  3.57088  -8.26022  -0.62352
H  4.21047  -5.84680  -0.37055
H  3.47385  -7.13905  2.30659
H  4.64601  -5.85207  2.07416
H  4.96247  -7.45902  1.39617
H  1.85202  -5.70626  1.19404
C  4.79791  7.30851  -4.80136
C  4.10677  6.31989  -3.87532
C  2.59791  6.34248  -4.06987
O  4.41988  6.63262  -2.51793
H  4.46374  8.32914  -4.59524
H  5.87715  7.28805  -4.64539
H  4.59242  7.08057  -5.84852
H  4.48601  5.31389  -4.06436
H  2.19359  7.33229  -3.84015
H  2.11410  5.63486  -3.39381
H  2.32693  6.08602  -5.09537
H  4.09157  7.51977  -2.33531
C  9.13385  -5.70406  -1.93489
C  7.62108  -5.85124  -1.89460
C  6.93458  -4.49333  -1.88396
O  7.24111  -6.59114  -0.73298
H  9.49385  -5.17004  -1.05087
H  9.61314  -6.68356  -1.93359
H  9.45514  -5.15973  -2.82423
H  7.28521  -6.42507  -2.75944
H  7.22480  -3.92083  -0.99806
H  5.84997  -4.61268  -1.84672
H  7.19072  -3.91311  -2.77175
H  7.53235  -6.09654  0.04083

F_max ... 0.0522 hartree/bohr
HOMO energy ... -0.4114 hartree
E_LUMO ... -0.129 hartree
Total charge ... +1

Atomic partial charges in e from the Mulliken method, atoms 1 to 5: number 1, C, carries -0.936; number 2, C, carries 0.658; number 3, O, carries -0.542; number 4, N, carries -0.007; number 5, C, carries -0.893

---

[3]
This record from the OMol25 dataset describes 7 unconnected molecules or ions with the total composition C35H85IN7O8 at a distorted geometry. The level of theory is ωB97M-V/def2-TZVPD.

CARTESIAN COORDINATES (ANGSTROEM)
C  1.72360  -2.24537  2.52073
C  1.52336  -1.47305  1.19687
C  2.63481  -2.00583  0.27668
C  0.18756  -1.89668  0.53060
C  -0.93697  -0.83418  0.34794
I  -1.21427  -0.54155  -1.79721
C  -2.25458  -1.44060  0.85249
C  -2.26503  -1.66920  2.34355
O  -2.24948  -2.76142  2.77145
C  -0.71440  0.56468  0.98837
C  0.58299  0.76093  1.81234
C  0.95655  2.24434  1.65538
C  0.25985  0.56886  3.29848
N  1.73405  -0.02033  1.33621
O  2.38381  0.53034  0.38276
H  2.78561  -2.44946  2.60591
H  1.46090  -1.68134  3.40574
H  1.24985  -3.21144  2.49383
H  2.55426  -3.08925  0.33562
H  3.61687  -1.73521  0.63462
H  2.46491  -1.74697  -0.75769
H  -0.24974  -2.72220  1.07090
H  0.41456  -2.29752  -0.44119
H  -2.39780  -2.39238  0.36257
H  -3.09730  -0.82730  0.54795
H  -2.26195  -0.83119  3.06093
H  -1.55362  0.78377  1.63843
H  -0.70299  1.29176  0.19803
H  0.87551  2.55856  0.63037
H  0.25256  2.83653  2.23087
H  1.95174  2.44869  2.02745
H  1.16171  0.79510  3.85852
H  -0.44420  1.32939  3.58993
H  -0.10787  -0.42594  3.50605
C  1.71238  0.39239  -5.61062
C  2.57698  0.66752  -4.38431
C  4.07999  0.48466  -4.64072
O  4.51031  -0.86608  -4.70144
C  4.30020  -1.50326  -5.94766
N  2.10347  -0.16227  -3.27187
H  1.59760  -0.67372  -5.80739
H  0.70944  0.79700  -5.46368
H  2.13520  0.85932  -6.50308
H  2.42712  1.71594  -4.10892
H  4.62286  0.92483  -3.80173
H  4.39899  1.02817  -5.54060
H  4.41807  -0.80738  -6.78341
H  3.31189  -1.96754  -5.99072
H  5.04388  -2.29609  -6.04372
H  2.60967  0.09615  -2.42670
H  2.40402  -1.11704  -3.45696
C  8.26632  0.77560  -3.01846
C  7.94899  1.48035  -4.33312
C  9.18012  2.08516  -5.02587
O  9.65522  3.28752  -4.45019
C  10.48627  3.12613  -3.31528
N  6.90658  2.48236  -4.09240
H  8.43777  1.47933  -2.20402
H  7.42977  0.14202  -2.72233
H  9.14948  0.14011  -3.11411
H  7.53942  0.72637  -5.01307
H  8.89412  2.34883  -6.04820
H  9.99271  1.35066  -5.10410
H  11.10808  2.22979  -3.39247
H  9.89543  3.08991  -2.39731
H  11.13787  3.99806  -3.25696
H  6.61691  2.87726  -4.98370
H  7.33547  3.26699  -3.60701
C  -4.55710  0.23065  7.76575
C  -4.78182  0.82299  6.38023
C  -3.79197  0.30813  5.32804
O  -2.49038  0.86951  5.40134
C  -1.64569  0.27565  6.37364
N  -4.76555  2.28789  6.47454
H  -3.70664  0.68142  8.27969
H  -5.43202  0.40011  8.39496
H  -4.39469  -0.84508  7.70336
H  -5.77974  0.51626  6.05422
H  -4.17378  0.59382  4.34257
H  -3.73677  -0.78907  5.34205
H  -1.83526  -0.79609  6.48291
H  -1.76180  0.77739  7.33641
H  -0.61409  0.41537  6.04781
H  -5.01510  2.67558  5.56733
H  -3.79698  2.57088  6.60359
C  -3.73589  -4.44177  6.28800
C  -4.26162  -4.24412  7.70720
C  -4.82669  -5.52382  8.34265
O  -6.10778  -5.90035  7.87557
C  -6.11922  -6.61166  6.65078
N  -5.24448  -3.15494  7.70024
H  -4.53973  -4.50789  5.55531
H  -3.10930  -3.59821  5.99567
H  -3.12993  -5.34691  6.21344
H  -3.41502  -3.92939  8.32556
H  -4.95251  -5.33975  9.41328
H  -4.12187  -6.36012  8.24619
H  -5.24695  -7.26383  6.55282
H  -6.16937  -5.92869  5.79980
H  -7.01817  -7.22776  6.63582
H  -5.51772  -2.95028  8.65840
H  -6.09654  -3.51401  7.27530
C  4.80906  -0.48891  -9.91091
C  3.57981  0.29592  -10.35871
C  3.79981  1.10885  -11.64396
O  4.54758  2.29769  -11.47210
C  5.95328  2.12932  -11.44681
N  3.12349  1.13944  -9.24889
H  5.55593  0.14861  -9.43742
H  4.52544  -1.24553  -9.17887
H  5.27980  -1.00014  -10.75322
H  2.79190  -0.43208  -10.57373
H  2.82086  1.43373  -12.00688
H  4.24103  0.48926  -12.43584
H  6.27758  1.32748  -12.11602
H  6.30761  1.93220  -10.43227
H  6.40351  3.06430  -11.77994
H  2.24570  1.58155  -9.50921
H  3.77448  1.91754  -9.16949
C  -9.86971  3.35293  2.30658
C  -8.99145  3.60730  3.52785
C  -7.48623  3.48769  3.24415
O  -7.01481  2.15550  3.12823
C  -7.22014  1.56029  1.85918
N  -9.41778  2.71729  4.61196
H  -9.95055  2.29226  2.07042
H  -10.88097  3.71604  2.48982
H  -9.48292  3.87147  1.42655
H  -9.17232  4.63773  3.84786
H  -6.95030  3.91251  4.09771
H  -7.19561  4.07737  2.36495
H  -7.13046  2.28899  1.04907
H  -8.19294  1.06637  1.81028
H  -6.45525  0.79442  1.72639
H  -8.90869  2.95670  5.45911
H  -9.09206  1.78038  4.38635

F_max ... 0.0656 hartree/bohr
HOMO energy (alpha / beta) ... -0.3072 / -0.3102 hartree
E_LUMO (alpha / beta) ... 0.016 / 0.014 hartree
<S²> ... 0.754
Multiplicity ... 2

Atomic partial charges in e from the Mulliken method, atoms 1 to 5: number 1, C, carries -1.785; number 2, C, carries 1.870; number 3, C, carries -1.766; number 4, C, carries -1.834; number 5, C, carries 0.732